# C20H20Br2N3O8W

A molecular structure, C20H20Br2N3O8W (the ωB97M-V functional and the def2-TZVPD basis, OMol25).

```
54
C20H20Br2N3O8W the ωB97M-V functional and the def2-TZVPD basis
W 0.003 0.023 -0.121
O 1.417 -3.211 -1.294
C 1.771 -2.272 -0.655
O 0.936 -1.635 0.210
C 3.150 -1.643 -0.705
C 3.473 -0.858 0.571
C 4.952 -0.469 0.595
C 4.989 0.687 -0.435
C 3.534 0.718 -0.896
O 2.806 0.397 0.307
C 3.240 -0.515 -1.786
C 1.973 -0.264 -2.578
O 1.882 -0.226 -3.761
O 0.922 0.078 -1.779
H 3.867 -2.434 -0.920
H 3.078 -1.294 1.485
H 5.593 -1.306 0.325
H 5.244 -0.129 1.586
H 5.676 0.514 -1.261
H 5.257 1.631 0.036
H 3.172 1.662 -1.298
H 4.032 -0.706 -2.507
C -1.163 -1.796 4.180
O -0.244 -0.790 3.677
C -0.324 -0.501 2.413
O -1.134 -1.017 1.601
N 0.471 0.396 1.839
N 0.356 1.932 -0.191
H -1.187 -1.648 5.253
H -0.776 -2.781 3.932
H -2.146 -1.656 3.740
H 1.275 0.801 2.294
H 0.988 2.398 0.443
H 0.227 2.436 -1.059
C -1.889 2.446 1.834
C -2.639 1.808 0.709
C -3.966 2.231 0.497
C -4.762 1.659 -0.465
C -4.249 0.601 -1.233
C -4.938 -0.120 -2.249
Br -6.705 0.360 -2.683
C -4.332 -1.154 -2.917
C -3.017 -1.547 -2.605
Br -2.230 -2.983 -3.504
C -2.327 -0.871 -1.615
O -1.100 -1.144 -1.203
C -2.931 0.219 -0.961
N -2.112 0.834 -0.048
H -2.405 3.351 2.141
H -0.863 2.683 1.578
H -1.875 1.766 2.689
H -4.340 3.031 1.117
H -5.774 2.003 -0.631
H -4.856 -1.693 -3.693
```

Values from the calculation:
HOMO level = -11.1 eV
2S+1 = 1
E = -183822.5590 eV
LUMO level = -5.026 eV
Charge = +1
Frontier orbital gap = 6.10 eV